9 unconnected molecules or ions with the total composition C29H80N14O13 in a non-equilibrium geometry. Source: OMol25; level of theory: the ωB97M-V functional and the def2-TZVPD basis.

Output
Energy in eV: -78840.226
Lowest unoccupied orbital energy in eV: -0.04
Orbital gap in eV: 8.69
Energy above the lowest of the compared OMol25 structures with the same formula, charge and spin in kJ/mol: 740.8
Total charge: 0
SMILES string: COCCNCCOC.COCCNCCOC.COCCNCCOC.COCCNCCOC.NC(N)=O.NC(N)=O.NC(N)=O.NC(N)=O.NC(N)=O
E_HOMO in eV: -8.74

Each atom is followed by the atoms it is bonded to, with distances in Å.
Element x y z (Å)
1 C -15.6168 -10.3772 26.3420  O2 1.425, H10 1.090, H11 1.090, H12 1.090
2 O -14.3554 -10.7474 26.8931  C1 1.425, C3 1.491
3 C -14.1549 -10.3665 28.3206  O2 1.491, C4 1.593, H13 1.090, H14 1.090
4 C -14.4244 -11.5181 29.3876  C3 1.593, N5 1.493, H15 1.090, H16 1.090
5 N -13.5647 -12.6748 28.9989  C4 1.493, C6 1.493, H17 1.010
6 C -13.6882 -13.8030 29.9691  N5 1.493, C7 1.493, H18 1.090, H19 1.090
7 C -12.9338 -14.9463 29.3758  C6 1.493, O8 1.496, H20 1.090, H21 1.090
8 O -12.9537 -16.1957 30.1990  C7 1.496, C9 1.447
9 C -12.1689 -17.2675 29.6259  O8 1.447, H22 1.090, H23 1.090, H24 1.090
10 H -16.3946 -10.6979 27.0350  C1 1.090
11 H -15.6884 -10.9773 25.4349  C1 1.090
12 H -15.7030 -9.3159 26.1089  C1 1.090
13 H -14.8365 -9.5534 28.5703  C3 1.090
14 H -13.1211 -10.0213 28.3034  C3 1.090
15 H -15.4563 -11.8541 29.2857  C4 1.090
16 H -14.2729 -11.2277 30.4272  C4 1.090
17 H -13.7667 -12.8973 28.0346  N5 1.010
18 H -14.7252 -14.1049 30.1162  C6 1.090
19 H -13.4882 -13.4947 30.9952  C6 1.090
20 H -11.8842 -14.6587 29.3147  C7 1.090
21 H -13.3550 -15.0895 28.3807  C7 1.090
22 H -12.0613 -18.1626 30.2385  C9 1.090
23 H -11.1493 -16.9794 29.3700  C9 1.090
24 H -12.7142 -17.5173 28.7157  C9 1.090
25 C -17.9377 -16.5272 22.7531  O26 1.477, H34 1.090, H35 1.090, H36 1.090
26 O -16.7529 -16.7398 23.6089  C25 1.477, C27 1.398
27 C -15.6671 -17.0073 22.7699  O26 1.398, C28 1.542, H37 1.090, H38 1.090
28 C -14.7408 -18.0357 23.4507  C27 1.542, N29 1.466, H39 1.090, H40 1.090
29 N -15.3243 -19.3803 23.4532  C28 1.466, C30 1.457, H41 1.010
30 C -14.1943 -20.2415 23.7746  N29 1.457, C31 1.575, H42 1.090, H43 1.090
31 C -14.7219 -21.7037 24.0273  C30 1.575, O32 1.409, H44 1.090, H45 1.090
32 O -15.2981 -22.1217 22.8107  C31 1.409, C33 1.438
33 C -16.1132 -23.2758 23.0766  O32 1.438, H46 1.090, H47 1.090, H48 1.090
34 H -18.1066 -17.4187 22.1491  C25 1.090
35 H -17.7974 -15.7400 22.0124  C25 1.090
36 H -18.7397 -16.3710 23.4746  C25 1.090
37 H -15.1695 -16.1261 22.3650  C27 1.090
38 H -15.9913 -17.5160 21.8620  C27 1.090
39 H -14.3473 -17.5805 24.3595  C28 1.090
40 H -13.9425 -18.0871 22.7102  C28 1.090
41 H -15.5850 -19.4085 22.4778  N29 1.010
42 H -13.4976 -19.8488 24.5152  C30 1.090
43 H -13.4004 -20.3202 23.0318  C30 1.090
44 H -15.4465 -21.6361 24.8387  C31 1.090
45 H -13.8647 -22.3598 24.1786  C31 1.090
46 H -16.5762 -23.6007 22.1448  C33 1.090
47 H -16.9329 -23.1711 23.7874  C33 1.090
48 H -15.5248 -24.0902 23.4993  C33 1.090
49 C -21.4433 -13.0937 29.2079  O50 1.421, H58 1.090, H59 1.090, H60 1.090
50 O -21.9250 -12.7420 27.9181  C49 1.421, C51 1.481
51 C -22.7942 -11.5431 27.9032  O50 1.481, C52 1.600, H61 1.090, H62 1.090
52 C -23.0976 -11.1363 26.3860  C51 1.600, N53 1.501, H63 1.090, H64 1.090
53 N -23.2367 -12.4115 25.6061  C52 1.501, C54 1.498, H65 1.010
54 C -24.6347 -12.8817 25.8691  N53 1.498, C55 1.536, H66 1.090, H67 1.090
55 C -25.2575 -13.6955 24.7244  C54 1.536, O56 1.429, H68 1.090, H69 1.090
56 O -24.9813 -13.1826 23.4190  C55 1.429, C57 1.414
57 C -25.6238 -13.8065 22.3246  O56 1.414, H70 1.090, H71 1.090, H72 1.090
58 H -22.1783 -13.3688 29.9643  C49 1.090
59 H -20.9662 -12.1418 29.4414  C49 1.090
60 H -20.7930 -13.9534 29.0464  C49 1.090
61 H -22.3599 -10.7206 28.4717  C51 1.090
62 H -23.7544 -11.8053 28.3474  C51 1.090
63 H -22.1765 -10.6625 26.0465  C52 1.090
64 H -23.9756 -10.5316 26.1590  C52 1.090
65 H -22.5411 -12.9514 26.1008  N53 1.010
66 H -25.2937 -12.1337 26.3100  C54 1.090
67 H -24.6716 -13.5825 26.7032  C54 1.090
68 H -26.3384 -13.7336 24.8594  C55 1.090
69 H -24.8827 -14.7162 24.8005  C55 1.090
70 H -25.5306 -14.8832 22.4664  C57 1.090
71 H -25.1644 -13.5347 21.3743  C57 1.090
72 H -26.6801 -13.5395 22.3553  C57 1.090
73 C -20.5478 -7.3793 34.4224  O74 1.434, H82 1.090, H83 1.090, H84 1.090
74 O -21.3627 -7.6279 33.2695  C73 1.434, C75 1.371
75 C -21.4395 -6.5292 32.4537  O74 1.371, C76 1.513, H85 1.090, H86 1.090
76 C -20.2250 -6.2353 31.6008  C75 1.513, N77 1.510, H87 1.090, H88 1.090
77 N -20.4944 -5.1087 30.6315  C76 1.510, C78 1.523, H89 1.010
78 C -19.4093 -4.6107 29.6864  N77 1.523, C79 1.553, H90 1.090, H91 1.090
79 C -19.7923 -4.0558 28.2872  C78 1.553, O80 1.434, H92 1.090, H93 1.090
80 O -20.2183 -5.0686 27.3652  C79 1.434, C81 1.459
81 C -20.4361 -4.5856 26.0055  O80 1.459, H94 1.090, H95 1.090, H96 1.090
82 H -20.6713 -6.3569 34.7796  C73 1.090
83 H -19.4946 -7.6602 34.4147  C73 1.090
84 H -21.0703 -7.7721 35.2947  C73 1.090
85 H -21.6447 -5.5435 32.8712  C75 1.090
86 H -22.3043 -6.6890 31.8097  C75 1.090
87 H -20.0721 -7.2162 31.1507  C76 1.090
88 H -19.3429 -6.0592 32.2164  C76 1.090
89 H -21.2559 -5.4158 30.0433  N77 1.010
90 H -18.7941 -5.4524 29.3683  C78 1.090
91 H -18.8094 -3.8526 30.1899  C78 1.090
92 H -18.8796 -3.6236 27.8769  C79 1.090
93 H -20.5649 -3.2881 28.3293  C79 1.090
94 H -20.9313 -3.6255 25.8600  C81 1.090
95 H -20.9620 -5.3748 25.4682  C81 1.090
96 H -19.4890 -4.4855 25.4752  C81 1.090
97 N -21.6094 -9.2255 14.4703  C98 1.288, H101 1.010, H102 1.010
98 C -20.8697 -8.2413 14.0907  N97 1.288, N99 1.261, O100 1.230
99 N -19.7660 -8.2956 14.6974  C98 1.261, H103 1.010, H104 1.010
100 O -21.1573 -7.3772 13.2636  C98 1.230
101 H -22.5943 -9.2860 14.2548  N97 1.010
102 H -21.1321 -10.0371 14.8357  N97 1.010
103 H -20.0206 -8.7972 15.5363  N99 1.010
104 H -19.0695 -7.5708 14.5998  N99 1.010
105 N -20.9370 -18.2195 17.1960  C106 1.275, H109 1.010, H110 1.010
106 C -21.5211 -17.2593 17.7977  N105 1.275, N107 1.321, O108 1.238
107 N -21.9432 -17.5801 19.0071  C106 1.321, H111 1.010, H112 1.010
108 O -21.7132 -16.1187 17.3559  C106 1.238
109 H -20.9479 -18.3360 16.1928  N105 1.010
110 H -20.8684 -18.9881 17.8477  N105 1.010
111 H -21.7116 -18.4665 19.4323  N107 1.010
112 H -22.5042 -16.9761 19.5906  N107 1.010
113 N -21.7063 -11.8112 19.5098  C114 1.268, H117 1.010, H118 1.010
114 C -20.7501 -11.0051 19.7200  N113 1.268, N115 1.295, O116 1.151
115 N -20.7716 -10.4572 20.8929  C114 1.295, H119 1.010, H120 1.010
116 O -19.8716 -10.9536 18.9778  C114 1.151
117 H -21.6986 -12.4374 18.7174  N113 1.010
118 H -22.3489 -12.0980 20.2343  N113 1.010
119 H -20.1645 -9.6762 21.0969  N115 1.010
120 H -21.6232 -10.4645 21.4359  N115 1.010
121 N -24.1634 -4.5656 18.5210  C122 1.307, H125 1.010, H126 1.010
122 C -23.0865 -5.3071 18.5177  N121 1.307, N123 1.259, O124 1.196
123 N -23.4178 -6.4829 18.2114  C122 1.259, H127 1.010, H128 1.010
124 O -21.9876 -4.9011 18.7594  C122 1.196
125 H -23.9682 -3.5898 18.6936  N121 1.010
126 H -25.1064 -4.7902 18.2375  N121 1.010
127 H -24.4002 -6.6617 18.0599  N123 1.010
128 H -22.5723 -7.0349 18.2327  N123 1.010
129 N -17.7626 -12.8283 14.5765  C130 1.320, H133 1.010, H134 1.010
130 C -17.4728 -14.0406 14.1415  N129 1.320, N131 1.302, O132 1.284
131 N -18.4255 -14.8978 14.3689  C130 1.302, H135 1.010, H136 1.010
132 O -16.3830 -14.2708 13.5037  C130 1.284
133 H -17.0142 -12.1550 14.4946  N129 1.010
134 H -18.4744 -12.7268 15.2857  N129 1.010
135 H -18.2823 -15.8883 14.2328  N131 1.010
136 H -19.0616 -14.5514 15.0727  N131 1.010